1.
DFT (ωB97M-V with the def2-TZVPD basis set) results for C26H30GaN4O6P as an isolated structure.

The orbital gap comes out at 7.19 eV. The largest force on an atom comes out at 0.9 eV/A. The HOMO energy comes out at -7.25 eV. As for the charge: 0. The spin multiplicity is 1. The total energy comes out at -107365.79556 eV.

XYZ file:
```
68
Properties=species:S:1:pos:R:3:forces:R:3:mulliken_charge:R:1
Ga -0.13926 1.11792 0.36267 0.4 0.5 0.3 0.2608
O -0.40779 4.75632 -1.36913 -0.2 0.0 -0.1 -0.7229
C -0.65136 3.64498 -0.93051 0.2 0.0 0.2 0.1193
N -0.25471 3.07627 0.21524 0.1 -0.7 -0.2 0.4283
C 0.12259 3.72593 1.38425 0.1 0.3 0.4 1.2029
C -0.03504 5.08602 1.61100 -0.1 0.0 -0.1 -0.9356
C 0.26158 5.61538 2.85743 0.0 0.0 0.1 -0.6362
C 0.72807 4.79583 3.87047 0.0 0.1 0.0 -0.7381
C 0.89840 3.43435 3.65533 0.0 0.0 0.0 -0.4929
C 0.59239 2.88857 2.42030 0.1 0.4 0.0 -0.2681
N 0.85306 1.55952 2.03304 -0.5 -0.6 -0.3 0.2395
C 2.13171 1.13941 2.22791 -0.1 0.0 0.1 0.2907
O 2.77698 1.20071 3.25720 0.1 -0.1 -0.1 -0.7024
C 2.81759 0.76311 0.93420 0.5 0.3 -0.2 0.3146
C 4.15760 0.39078 0.90168 -0.1 0.0 0.0 -0.5353
C 4.79284 0.29840 -0.32288 -0.2 0.0 0.0 -0.4154
C 4.06666 0.56372 -1.47672 0.0 0.0 0.0 -0.8227
C 2.73747 0.93016 -1.35357 0.2 0.0 -0.2 -0.1413
N 2.14392 1.05169 -0.17619 -0.3 -0.1 0.1 0.2216
C -1.66427 2.74593 -1.60553 -0.6 0.2 -0.3 0.3484
C -2.43708 3.19950 -2.66762 0.3 0.0 0.1 -0.5800
C -3.61238 2.53351 -2.97176 0.0 -0.1 0.1 -0.3780
C -3.99320 1.46064 -2.18048 0.0 0.0 0.0 -0.6834
C -3.13480 1.03760 -1.17588 -0.2 -0.1 0.0 -0.5259
N -1.98553 1.64464 -0.92380 0.3 -0.2 -0.1 0.1120
H -0.38687 5.71671 0.80851 0.0 0.0 0.0 0.4569
H 0.12607 6.67414 3.02908 0.0 0.0 0.0 0.3903
H 0.96787 5.21858 4.83583 0.0 0.0 0.1 0.3978
H 1.28894 2.79730 4.43362 0.0 -0.1 0.0 0.5025
H 4.66839 0.19087 1.83039 0.0 0.0 0.1 0.5306
H 5.83938 0.03753 -0.38251 0.1 -0.1 0.0 0.4462
H 4.52816 0.50595 -2.45039 0.0 0.0 -0.1 0.4433
H 2.12371 1.15511 -2.21659 0.0 0.0 -0.1 0.4490
H -2.12395 4.08438 -3.19937 0.0 0.1 0.0 0.5107
H -4.24432 2.87117 -3.78100 0.0 0.0 0.0 0.4312
H -4.93970 0.96393 -2.32900 0.0 -0.1 0.0 0.4757
H -3.37975 0.21830 -0.51683 0.0 0.0 -0.1 0.6476
C 2.61129 -2.53818 1.42785 -0.4 0.1 -0.1 -1.5959
C 1.26073 -3.22102 1.22391 0.7 -0.6 0.1 1.8228
C 1.24375 -3.92853 -0.12443 -0.2 0.1 0.1 -1.6792
C 1.00786 -4.20688 2.36223 -0.1 0.3 -0.2 -1.7981
O 0.22405 -2.22438 1.33122 -0.1 0.2 0.0 -0.4534
P -0.58837 -1.43691 0.24920 -0.3 -0.5 0.0 1.1413
O -1.42919 -0.42783 1.00940 0.2 0.4 -0.2 -1.0839
O 0.25212 -0.61980 -0.73477 -0.3 0.2 0.4 -0.5334
O -1.36829 -2.61319 -0.46571 0.3 0.1 0.4 -0.2551
C -2.27438 -2.63397 -1.58372 -0.4 -0.3 -0.7 1.9101
C -3.69426 -2.42600 -1.04619 0.3 0.0 0.1 -1.6716
C -2.15496 -4.04041 -2.17785 0.1 0.3 0.2 -1.9372
C -1.88269 -1.61855 -2.65466 0.1 -0.1 0.3 -1.4271
H 3.38607 -3.28939 1.57227 0.0 0.0 0.0 0.5453
H 2.57695 -1.89483 2.30520 0.0 0.0 0.1 0.3517
H 2.86306 -1.93885 0.55564 0.0 0.0 0.0 0.2347
H 2.07387 -4.63221 -0.16354 0.0 0.0 0.0 0.5131
H 1.35431 -3.19713 -0.92509 0.1 0.0 -0.1 0.3287
H 0.30831 -4.46457 -0.26669 0.0 -0.1 0.0 0.3315
H 1.81017 -4.94081 2.39085 0.0 -0.1 0.0 0.4211
H 0.05825 -4.71832 2.22196 -0.1 0.0 0.0 0.3990
H 0.97860 -3.67060 3.30759 0.0 0.0 0.1 0.3816
H -4.05758 -3.35128 -0.60222 -0.1 0.0 0.0 0.4255
H -4.37122 -2.12869 -1.84422 -0.1 0.0 0.0 0.3508
H -3.69140 -1.67263 -0.26302 -0.1 0.0 0.0 0.3715
H -2.36469 -4.79592 -1.42254 0.0 0.0 0.0 0.4004
H -1.15292 -4.20353 -2.56947 0.1 0.0 0.0 0.3900
H -2.87225 -4.14585 -2.98908 0.0 0.0 -0.1 0.4382
H -1.75974 -0.63161 -2.22756 0.0 0.1 -0.1 0.2396
H -2.64629 -1.57589 -3.42951 0.0 -0.1 0.0 0.4826
H -0.93447 -1.90711 -3.10545 0.1 0.0 0.0 0.3137
```
Positions in Å, forces in eV/Å.

***

2.
DFT (ωB97M-V with the def2-TZVPD basis set) results for C26H30InN3O2PS2 as an isolated structure in a non-equilibrium geometry.

The orbital gap (spin up / spin down) comes out at 5.01 / 6.71 eV. The largest force on an atom comes out at 3.1 eV/A. The HOMO energy (spin up / spin down) comes out at -5.50 / -7.24 eV. As for the charge: 0. The spin multiplicity is 2. The total energy comes out at -72148.42026 eV.

XYZ file:
```
65
Properties=species:S:1:pos:R:3:forces:R:3:mulliken_charge:R:1
In -0.12379 -0.43738 -0.34578 -0.4 0.4 0.4 0.3745
C -2.28691 -1.80369 0.96040 -0.3 0.9 -0.1 -0.8295
C -2.55301 -0.60598 0.19966 0.4 -0.1 -0.3 -0.6993
C -3.20693 -1.01224 -1.00860 1.1 -1.9 0.8 -1.0317
C -3.23644 -2.42343 -0.96843 -1.0 0.5 0.5 -0.3032
C -2.78203 -2.90685 0.31736 0.5 1.4 -0.7 -0.9910
H -1.74597 -1.77205 1.87264 0.0 -0.1 0.9 0.9234
H -2.65361 0.34700 0.68698 0.2 0.4 0.0 0.9201
H -3.42861 -0.39490 -1.85005 -0.4 0.3 -0.3 0.5760
H -3.69524 -3.00710 -1.73822 -0.1 -0.4 -0.3 0.5775
H -2.70481 -3.82896 0.85326 -0.2 -0.9 -0.7 0.5154
C 0.40229 -3.72225 -0.32843 0.5 -0.1 -0.2 -1.3660
C -0.14913 -3.39477 -1.69073 0.4 -2.7 1.5 1.1241
C -0.57379 -4.43401 -2.50637 0.1 -1.2 0.4 -0.6441
C -1.04945 -4.10968 -3.75361 0.0 -0.8 -0.3 -0.7619
C -1.09772 -2.77705 -4.13270 -0.4 -0.5 -0.5 -0.8270
C -0.77474 -1.83489 -3.18972 -0.3 0.9 -0.8 0.9417
N -0.29214 -2.16152 -2.02315 0.6 1.4 0.9 -0.0620
C -0.88914 -0.39356 -3.45718 0.6 1.1 -0.6 0.4142
C -1.60368 0.03504 -4.58064 -0.1 -0.7 1.0 -0.7968
C -1.50328 1.36762 -4.89250 -0.3 0.6 -1.1 -0.8732
C -0.73742 2.24266 -4.14599 0.1 -1.2 0.8 -0.7273
C -0.07652 1.74976 -3.01821 -0.8 -0.2 0.2 0.8478
N -0.16515 0.46994 -2.67499 -0.7 -1.4 -1.1 0.0309
C 0.65201 2.64109 -2.06712 -0.2 -0.2 -1.4 0.6291
C 0.15142 3.90959 -1.83711 0.9 -0.1 0.7 -1.1870
C 0.84224 4.65945 -0.89742 0.5 0.1 0.3 -0.6661
C 2.01257 4.19637 -0.32540 0.0 -1.5 -1.4 -0.5982
C 2.48865 2.91020 -0.74930 0.1 0.6 0.9 0.7583
C 3.74589 2.31269 -0.12626 -0.8 0.6 0.5 -1.1588
N 1.79353 2.14342 -1.59964 0.3 0.6 1.0 -0.2477
H 0.50781 -4.80499 -0.18255 -0.3 0.3 0.0 0.4426
H -0.28833 -3.29667 0.39325 0.1 -0.1 0.3 0.2007
H 1.40523 -3.30481 -0.18112 -0.2 0.2 0.0 0.2322
H -0.51271 -5.48734 -2.10938 -0.1 1.3 -0.7 0.3073
H -1.34917 -4.92671 -4.41406 0.0 0.5 0.0 0.4177
H -1.38079 -2.49814 -5.13651 -0.1 0.0 0.1 0.4709
H -2.28879 -0.66090 -5.10596 0.7 0.7 0.3 0.3481
H -2.01492 1.67945 -5.79970 0.0 0.4 0.2 0.4069
H -0.66763 3.27955 -4.29504 0.0 1.1 -0.8 0.5637
H -0.67144 4.31473 -2.38612 -0.6 0.0 0.1 0.4527
H 0.53743 5.63157 -0.57213 -0.5 0.5 -0.2 0.4308
H 2.56351 4.87522 0.30252 0.2 -0.3 0.4 0.3994
H 4.31659 3.09493 0.42143 -0.3 -0.7 -0.3 0.3494
H 4.35798 1.78596 -0.82732 0.5 0.1 -0.8 0.3764
H 3.42949 1.50334 0.54413 -0.1 0.3 0.3 0.0909
C 3.07967 2.68980 4.52346 0.1 -0.9 0.8 -1.2370
C 1.61797 2.51857 4.20668 -0.3 1.0 -1.2 -0.0568
O 1.39111 1.16760 3.90341 0.3 -1.2 -0.7 -0.1581
P 0.52810 0.60193 2.67169 -0.5 -0.8 1.6 0.6323
S 1.63106 -0.84072 1.81361 -0.2 0.1 0.1 -0.4333
S -0.26986 1.94802 1.52431 0.0 0.4 -0.4 -0.4962
O -0.72012 -0.02409 3.52521 0.2 0.5 -1.5 -0.3006
C -0.68164 -0.69695 4.75162 0.2 0.0 1.0 -0.2456
C -0.14616 -2.08979 4.64782 0.6 -1.4 0.2 -0.9404
H 3.37180 3.63281 4.94783 -0.2 0.8 -0.2 0.4162
H 3.68446 2.44088 3.66645 0.3 0.0 -0.3 0.2502
H 3.31805 1.98474 5.34098 0.0 0.0 -0.5 0.2833
H 1.22091 3.11213 3.33276 0.6 -0.2 1.0 0.2531
H 1.01814 2.69107 5.06848 -0.5 0.7 0.8 0.2719
H -1.71631 -0.72526 5.11424 0.2 0.1 -0.1 0.3273
H -0.07580 -0.13179 5.47256 -0.2 0.1 -0.1 0.2686
H -0.67298 -2.66500 3.87736 -0.1 0.0 0.3 0.1790
H -0.18974 -2.63119 5.62574 -0.3 0.5 -0.7 0.3959
H 0.90802 -2.13248 4.35159 -0.1 0.3 0.0 0.2378
```
Positions in Å, forces in eV/Å.

***

3.
DFT (ωB97M-V with the def2-TZVPD basis set) results for one molecule with the formula C26H30N2O8 in a non-equilibrium geometry.

The orbital gap comes out at 9.62 eV. The largest force on an atom comes out at 1.1 eV/A. The HOMO energy comes out at -9.08 eV. As for the charge: 0. The spin multiplicity is 1. Its SMILES is COC(=O)c1ccccc1CON1C(=O)C(C)(C)N(OCc2ccccc2C(=O)OC)C(=O)C1(C)C. The total energy comes out at -46807.48830 eV.

XYZ file:
```
66
Properties=species:S:1:pos:R:3:forces:R:3:mulliken_charge:R:1
C -4.77993 -3.91303 0.32465 -0.1 -0.3 -0.3 -0.7260
O -4.56048 -2.56744 0.72065 0.1 0.3 0.3 -0.2963
C -4.66877 -1.64497 -0.24804 -0.1 -0.1 -0.1 0.3798
O -4.93435 -1.92234 -1.39063 0.0 0.0 0.1 -0.6175
C -4.44624 -0.27527 0.28901 0.0 0.3 0.1 1.0860
C -4.94447 0.03088 1.55292 0.0 -0.1 -0.1 -0.6775
C -4.79076 1.29872 2.08175 0.0 0.1 0.0 -0.6692
C -4.13701 2.27503 1.34873 0.0 0.0 0.1 -0.7960
C -3.63406 1.97470 0.09480 -0.1 -0.1 -0.1 -0.4294
C -3.77790 0.70597 -0.45170 0.0 -0.2 -0.1 0.5316
C -3.13055 0.40699 -1.77798 -0.5 0.5 -0.2 -1.2846
O -1.87172 -0.24965 -1.64635 1.1 0.0 0.2 -0.3937
N -0.90154 0.42508 -0.87250 -0.7 -0.1 -0.2 0.9691
C -0.49897 1.64828 -1.24861 0.1 -0.1 0.1 -0.3828
O -0.99843 2.26287 -2.17024 0.0 0.2 -0.2 -0.6815
C 0.53611 2.32639 -0.34332 0.0 0.7 0.0 1.7394
C 1.45059 3.16142 -1.24145 -0.1 -0.1 0.0 -1.7710
C -0.23832 3.22954 0.63139 0.1 -0.1 -0.1 -1.7830
N 1.31970 1.37473 0.42166 0.7 0.0 -0.2 0.9740
O 2.37141 1.96110 1.14054 -0.9 0.1 0.2 -0.5123
C 3.67366 1.63670 0.65435 0.2 -0.1 -0.4 -0.9631
C 4.09651 0.22723 0.98664 0.0 0.0 -0.2 0.6311
C 4.47562 -0.04085 2.29621 0.0 0.0 -0.1 -0.6523
C 4.85132 -1.30981 2.69028 0.0 0.0 0.0 -0.5929
C 4.87007 -2.34055 1.76471 0.0 0.0 0.0 -0.6573
C 4.51065 -2.09151 0.45694 0.0 0.0 -0.1 -1.0172
C 4.11860 -0.81444 0.04962 0.2 -0.1 0.4 1.1089
C 3.71128 -0.62675 -1.36179 -0.1 0.2 -0.3 0.4187
O 3.03134 0.27634 -1.79729 0.1 -0.2 0.0 -0.4975
O 4.17833 -1.60224 -2.15545 0.2 -0.1 0.3 -0.3516
C 3.81519 -1.51684 -3.52465 -0.2 0.2 -0.3 -0.6961
C 0.92962 0.14884 0.80843 0.0 0.0 0.1 -0.6293
O 1.50473 -0.49473 1.66170 -0.2 -0.2 0.1 -0.6087
C -0.25371 -0.47479 0.06243 -0.1 -0.6 0.3 1.8260
C -1.25789 -0.94634 1.11959 0.2 0.0 0.0 -1.7394
C 0.31521 -1.67263 -0.71355 0.0 0.0 0.1 -1.9736
H -4.09893 -4.18602 -0.48418 -0.1 0.0 0.1 0.3015
H -5.80649 -4.04314 -0.02407 0.1 0.0 0.0 0.2986
H -4.59384 -4.52277 1.20487 0.0 0.0 0.0 0.2469
H -5.45891 -0.73392 2.11384 0.0 -0.1 0.1 0.4948
H -5.18180 1.52486 3.06223 0.0 0.0 0.1 0.4169
H -4.01668 3.26900 1.75355 0.0 0.1 0.0 0.4408
H -3.12370 2.73322 -0.47994 0.1 0.1 -0.1 0.5478
H -3.01206 1.32894 -2.35541 0.0 -0.2 0.1 0.3876
H -3.71283 -0.31759 -2.34912 0.1 0.2 0.1 0.5655
H 0.83357 3.78047 -1.88656 0.0 0.0 0.0 0.4764
H 2.09820 3.79691 -0.64366 0.0 0.0 0.1 0.3886
H 2.04868 2.50222 -1.86537 0.1 0.0 -0.1 0.2903
H -0.80058 3.97469 0.07545 -0.1 0.1 0.0 0.3980
H 0.46441 3.73107 1.29272 0.1 0.0 0.0 0.4417
H -0.92552 2.63785 1.23416 -0.1 0.0 0.1 0.2410
H 4.30899 2.34690 1.19183 -0.1 -0.1 0.0 0.6750
H 3.73701 1.82651 -0.41851 0.0 0.1 0.2 0.2129
H 4.44869 0.76281 3.01662 0.0 0.1 0.1 0.4612
H 5.12473 -1.49722 3.71790 0.0 0.0 0.1 0.4016
H 5.15748 -3.33724 2.06433 0.0 -0.1 0.0 0.4185
H 4.51347 -2.89077 -0.26748 0.0 0.0 0.0 0.4912
H 2.73046 -1.57847 -3.63739 0.1 0.0 0.0 0.2883
H 4.15720 -0.57155 -3.95136 0.0 -0.1 0.0 0.2910
H 4.29781 -2.35591 -4.01874 0.0 0.0 0.0 0.2459
H -0.72711 -1.52415 1.87117 0.0 -0.1 0.0 0.5573
H -2.02429 -1.56768 0.66638 0.0 0.0 0.0 0.2151
H -1.73337 -0.09454 1.60288 -0.1 0.1 0.0 0.2916
H 0.85521 -2.32134 -0.02905 0.0 0.0 0.1 0.4335
H -0.49134 -2.22417 -1.18855 0.0 0.0 0.0 0.5084
H 0.99671 -1.31561 -1.48199 0.1 0.0 -0.1 0.3071
```
Positions in Å, forces in eV/Å.

***

4.
DFT (ωB97M-V with the def2-TZVPD basis set) results for one molecule with the formula C26H30N4O3.

The orbital gap comes out at 7.98 eV. The largest force on an atom comes out at 0.8 eV/A. The HOMO energy comes out at -7.59 eV. As for the charge: 0. The spin multiplicity is 1. Its SMILES is Cc1ccc(C(=O)N/C(=C\c2cn(C)c3ccccc23)C(=O)NCCN2CCOCC2)cc1. The total energy comes out at -39552.62733 eV.

XYZ file:
```
63
Properties=species:S:1:pos:R:3:forces:R:3:mulliken_charge:R:1
C -4.72674 0.25165 2.29748 0.0 -0.1 0.0 -1.4993
C -3.79706 1.04082 1.42985 0.0 0.1 0.0 1.1438
C -4.09750 1.26631 0.09180 0.0 0.0 0.0 -0.5894
C -3.21443 1.94254 -0.72565 0.1 0.2 0.0 -0.8656
C -1.99341 2.38493 -0.22764 -0.4 0.2 0.2 0.6447
C -1.04428 3.06037 -1.15546 -0.3 0.0 0.1 -0.2110
O -1.39663 3.90823 -1.95249 -0.1 0.0 -0.1 -0.6754
N 0.26288 2.67661 -1.08718 0.7 0.3 -0.2 0.0835
C 0.88964 1.70952 -0.29624 0.0 -0.7 0.1 0.2783
C 0.47183 0.44485 -0.09563 0.2 0.5 0.0 -0.1421
C -0.68470 -0.19716 -0.66488 -0.2 -0.2 -0.5 0.0363
C -1.25679 0.00250 -1.89916 0.6 -0.1 0.3 -0.4093
N -2.33135 -0.81094 -2.06961 0.1 0.0 0.0 0.3763
C -3.17805 -0.85379 -3.22594 -0.3 -0.1 -0.2 -1.1370
C -2.50193 -1.55295 -0.93323 0.2 -0.1 0.5 -0.8874
C -3.47611 -2.48896 -0.60941 -0.1 0.0 -0.1 -0.7205
C -3.40603 -3.07975 0.63396 -0.1 -0.1 -0.1 -0.6506
C -2.39284 -2.75067 1.53848 0.1 -0.1 0.2 -1.0415
C -1.42618 -1.82180 1.22386 0.0 0.0 0.0 0.1103
C -1.47045 -1.21112 -0.02688 -0.3 0.0 -0.3 0.5140
C 2.24265 2.15519 0.15752 -0.2 0.0 0.4 0.5732
O 2.90914 2.91432 -0.52689 0.0 0.1 -0.3 -0.7160
N 2.65293 1.69349 1.36154 -0.1 0.1 0.3 -0.0843
C 4.05309 1.65341 1.70973 0.2 -0.1 0.0 -1.0022
C 4.56596 0.20428 1.65120 -0.2 0.1 -0.1 -0.8666
N 4.00207 -0.48510 0.50577 0.2 -0.2 0.1 0.6297
C 4.06414 -1.93152 0.61508 -0.2 -0.1 -0.3 -0.7868
C 3.29055 -2.54503 -0.55393 0.1 -0.1 0.4 -0.2051
O 3.82248 -2.13990 -1.79086 0.1 -0.1 -0.1 -0.4530
C 3.80507 -0.73447 -1.89724 0.2 0.4 0.0 -0.2316
C 4.58731 -0.07639 -0.76188 -0.2 -0.1 -0.3 -0.8691
C -1.71265 2.21568 1.12249 0.0 0.2 -0.1 -0.1275
C -2.60766 1.54891 1.93720 -0.1 0.0 0.0 -0.8314
H -4.49250 -0.80966 2.20457 0.0 -0.1 0.0 0.1899
H -4.62016 0.53281 3.34235 0.0 0.0 0.1 0.3983
H -5.76099 0.39698 1.99424 -0.1 0.0 0.0 0.3981
H -5.03485 0.90667 -0.30871 -0.1 0.0 0.0 0.4052
H -3.45142 2.12725 -1.76292 0.0 0.0 -0.1 0.5336
H 0.92410 3.29147 -1.55675 -0.2 0.0 0.0 0.2615
H 1.05802 -0.18351 0.56174 0.2 0.0 0.0 0.0807
H -0.94310 0.66429 -2.68389 0.0 0.2 -0.2 0.4274
H -4.20306 -0.58545 -2.95823 0.0 0.0 0.0 0.3625
H -2.81162 -0.14673 -3.96762 0.0 0.0 0.0 0.3440
H -3.18273 -1.85563 -3.66268 0.0 0.1 0.0 0.3607
H -4.26332 -2.74317 -1.30304 -0.1 0.0 -0.1 0.4827
H -4.14892 -3.81012 0.91921 -0.1 -0.1 0.0 0.4119
H -2.37575 -3.23647 2.50331 0.0 0.0 0.1 0.3980
H -0.65201 -1.56852 1.93290 0.1 0.0 0.1 0.5182
H 2.06619 1.02372 1.83390 -0.1 0.1 -0.2 0.2293
H 4.20408 2.05706 2.71522 0.1 0.0 -0.1 0.3925
H 4.57291 2.29288 0.99437 0.0 0.0 0.1 0.4676
H 5.66874 0.20398 1.65053 0.0 0.0 0.1 0.3045
H 4.22927 -0.32511 2.54785 0.1 0.0 0.0 0.4140
H 3.60431 -2.24268 1.55645 0.0 0.0 0.0 0.4309
H 5.10542 -2.29888 0.59213 0.0 0.0 0.0 0.3001
H 3.35873 -3.63417 -0.53049 -0.1 0.1 0.0 0.3987
H 2.23385 -2.24320 -0.48616 0.0 0.0 0.0 -0.0121
H 4.25269 -0.49426 -2.86246 -0.1 0.1 0.0 0.3857
H 2.76651 -0.37069 -1.87272 0.1 0.0 0.0 -0.0255
H 4.51859 1.00543 -0.86732 0.0 0.0 0.0 0.4779
H 5.64840 -0.37645 -0.82498 0.0 0.0 0.0 0.3469
H -0.79815 2.61309 1.53869 0.1 0.0 0.0 0.5182
H -2.37821 1.41506 2.98474 0.0 0.0 0.1 0.4112
```
Positions in Å, forces in eV/Å.